(1)
DFT (ωB97M-V/def2-TZVPD) results for one molecule with the formula C2H3FNOP.

Structure (XYZ):
```
9
Properties=species:S:1:pos:R:3:nbo_charge:R:1
O -1.0048 1.9661 -0.1931 -0.488
C -1.3105 0.8181 -0.0937 0.442
C -0.4149 -0.4039 0.0274 -0.348
N 0.9653 -0.1435 0.1774 -0.910
P 2.2266 -0.8240 -0.3767 1.364
F 3.3454 0.0566 0.4254 -0.581
H -2.3771 0.5032 -0.0888 0.092
H -0.6760 -1.0595 -0.8176 0.199
H -0.7541 -0.9130 0.9399 0.232
```

Values from the calculation:
ΔE to the lowest compared entry with this formula, charge and spin = 0.938 eV
multiplicity = 1
HOMO-LUMO gap = 9.51 eV
highest occupied orbital energy = -9.8853 eV
energy = -649.21879 hartree
SMILES = O=CC/N=P/F



(2)
DFT (ωB97M-V/def2-TZVPD) results for one molecule with the formula C2H3FO.

Structure (XYZ):
```
7
Properties=species:S:1:pos:R:3:nbo_charge:R:1
F -0.8297 1.5534 -0.2203 -0.302
C -0.6836 0.3365 0.1458 0.428
C 0.7013 -0.2876 -0.0910 -0.152
O -0.4238 -0.7863 -0.8383 -0.501
H -1.2080 0.1038 1.1183 0.164
H 1.4034 0.1914 -0.6704 0.184
H 1.0405 -1.1113 0.5559 0.179
```

Values from the calculation:
ΔE to the lowest compared entry with this formula, charge and spin = 2.521 eV
multiplicity = 1
HOMO-LUMO gap = 11.93 eV
highest occupied orbital energy = -10.7648 eV
energy = -253.03460 hartree
SMILES = F[C@@H]1CO1



(3)
DFT (ωB97M-V/def2-TZVPD) results for a 2-piece molecular cluster, C2H3FO2P overall.

Structure (XYZ):
```
9
Properties=species:S:1:pos:R:3:nbo_charge:R:1
C -0.0798 0.9186 -1.0082 -0.274
C 0.3799 -0.2022 -0.4216 -0.619
O 1.2863 -1.2679 1.9719 -1.043
O 0.0733 0.9630 2.0418 -1.057
F -1.9263 -1.5152 -0.6002 -0.944
P 0.4373 -0.2253 1.2953 2.250
H -0.2249 0.8407 -2.0865 0.196
H -0.6494 1.6728 -0.5181 0.220
H 0.7035 -1.1846 -0.6745 0.271
```

Values from the calculation:
ΔE to the lowest compared entry with this formula, charge and spin = 3.126 eV
total charge = -1
multiplicity = 1
HOMO-LUMO gap (alpha / beta) = 7.63 / 7.63 eV
highest occupied orbital energy (alpha / beta) = -4.3458 / -4.3450 eV
energy = -669.74112 hartree



(4)
DFT (ωB97M-V/def2-TZVPD) results for a 2-piece molecular cluster, C2H3FO2S overall.

Structure (XYZ):
```
9
Properties=species:S:1:pos:R:3:nbo_charge:R:1
C -0.6646 1.0686 0.9448 -0.293
C -0.5898 0.2234 -0.0779 -0.386
O 1.1764 -0.3639 -1.9259 -0.783
O 2.1196 -0.4753 0.2805 -0.783
F -0.4949 -2.7774 -0.2754 -0.676
S 0.9844 -0.5567 -0.5421 2.177
H -1.5631 1.6357 1.0928 0.247
H 0.2633 1.1702 1.4182 0.229
H -1.2313 0.0753 -0.9149 0.268
```

Values from the calculation:
ΔE to the lowest compared entry with this formula, charge and spin = 4.828 eV
multiplicity = 1
HOMO-LUMO gap (alpha / beta) = 7.63 / 7.63 eV
highest occupied orbital energy (alpha / beta) = -10.6616 / -10.6601 eV
energy = -726.35466 hartree



(5)
DFT (ωB97M-V/def2-TZVPD) results for one molecule with the formula C2H3FO2S.

Structure (XYZ):
```
9
Properties=species:S:1:pos:R:3:nbo_charge:R:1
C 1.8797 0.7672 -0.5854 0.323
C -1.4667 -0.7614 0.1200 -0.079
O 3.0028 0.5888 -0.2873 -0.435
O 0.6585 0.1136 1.7237 -0.949
F -2.3058 0.0023 -0.5858 -0.356
S 0.1380 0.5550 0.4557 0.989
H 1.3491 1.3750 -1.4213 0.118
H -1.8621 -0.9225 1.1597 0.197
H -1.3935 -1.7182 -0.5793 0.191
```

Values from the calculation:
ΔE to the lowest compared entry with this formula, charge and spin = 3.789 eV
multiplicity = 1
HOMO-LUMO gap (alpha / beta) = 8.10 / 8.10 eV
highest occupied orbital energy (alpha / beta) = -8.8691 / -8.8696 eV
energy = -726.39283 hartree



(6)
DFT (ωB97M-V/def2-TZVPD) results for a 2-piece molecular cluster, C2H3FO3 overall.

Structure (XYZ):
```
9
Properties=species:S:1:pos:R:3:nbo_charge:R:1
C 0.5035 0.8707 -0.0070 0.834
C -1.3375 -0.0906 -0.1119 0.044
O 0.5683 2.0123 -0.3495 -0.550
O 2.7393 -0.0347 0.5819 -0.476
O 1.1066 -0.0791 0.3968 -0.335
F -2.0248 0.6291 0.8068 -0.337
H -1.0874 -1.0927 0.3082 0.174
H -1.7817 0.0524 -1.0872 0.182
H 2.6441 -0.9129 1.1422 0.464
```

Values from the calculation:
ΔE to the lowest compared entry with this formula, charge and spin = 5.761 eV
multiplicity = 1
HOMO-LUMO gap (alpha / beta) = 7.97 / 8.50 eV
highest occupied orbital energy (alpha / beta) = -9.4357 / -9.5084 eV
energy = -403.39510 hartree



(7)
DFT (ωB97M-V/def2-TZVPD) results for C2H3FOPm as an isolated structure.

Structure (XYZ):
```
8
Properties=species:S:1:pos:R:3:lowdin_charge:R:1
C -1.6153 -0.0794 0.4352 -0.171
C -1.2202 -1.1862 -0.2458 -0.082
H -1.7056 -0.0245 1.5235 0.161
F -2.1806 0.9280 -0.2068 0.129
H -0.9814 -2.0780 0.3417 0.087
H -1.3575 -1.2425 -1.3306 0.099
O 1.3418 1.2499 1.0210 -0.380
Pm 1.5257 -0.4979 -0.3053 2.157
```

Values from the calculation:
ΔE to the lowest compared entry with this formula, charge and spin = 2.332 eV
total charge = +2
multiplicity = 6
HOMO-LUMO gap (alpha / beta) = 6.95 / 8.01 eV
highest occupied orbital energy (alpha / beta) = -20.2219 / -20.2258 eV
energy = -860.60844 hartree



(8)
DFT (ωB97M-V/def2-TZVPD) results for C2H3FS as an isolated structure.

Structure (XYZ):
```
7
Properties=species:S:1:pos:R:3:nbo_charge:R:1
C 0.0704 0.2726 0.3233 -0.310
C -0.9571 0.3944 -0.3806 0.239
F -2.2544 0.6077 -0.3669 -0.280
S 0.3086 1.1838 -1.3630 0.060
H 0.3764 0.1622 1.3652 0.253
H 0.9054 -1.4707 0.0401 0.037
H 1.5508 -1.1499 0.3819 0.002
```

Values from the calculation:
ΔE to the lowest compared entry with this formula, charge and spin = 4.330 eV
multiplicity = 1
HOMO-LUMO gap = 8.33 eV
highest occupied orbital energy = -8.2494 eV
energy = -575.86886 hartree



(9)
DFT (ωB97M-V/def2-TZVPD) results for a 3-piece molecular cluster, C2H3FS overall.

Structure (XYZ):
```
7
Properties=species:S:1:pos:R:3:nbo_charge:R:1
C -0.5069 -0.3534 0.6927 -0.390
C -0.9993 0.3242 -0.2656 0.325
F -1.6573 0.3418 -1.3498 -0.251
S 0.0660 1.4011 0.6131 0.090
H -0.7330 -1.1396 1.3940 0.252
H 2.2072 0.0825 -0.6173 0.006
H 1.6234 -0.6566 -0.4671 -0.032
```

Values from the calculation:
ΔE to the lowest compared entry with this formula, charge and spin = 4.060 eV
multiplicity = 1
HOMO-LUMO gap = 8.83 eV
highest occupied orbital energy = -8.1111 eV
energy = -575.87876 hartree



(10)
DFT (ωB97M-V/def2-TZVPD) results for one molecule with the formula C2H3FS.

Structure (XYZ):
```
7
Properties=species:S:1:pos:R:3:nbo_charge:R:1
F 0.6262 1.3105 0.9073 -0.355
C -0.0261 0.6066 -0.0536 -0.042
C 0.0245 -0.8314 0.2108 -0.295
S -0.4076 -1.8267 -0.9770 0.070
H -1.0980 1.1647 -0.1327 0.205
H 0.4463 0.6469 -1.1279 0.204
H 0.4346 -1.0705 1.1732 0.213
```

Values from the calculation:
ΔE to the lowest compared entry with this formula, charge and spin = 0.763 eV
multiplicity = 1
HOMO-LUMO gap (alpha / beta) = 8.55 / 8.55 eV
highest occupied orbital energy (alpha / beta) = -9.2391 / -9.2389 eV
energy = -575.99996 hartree
SMILES = FCC=S



(11)
DFT (ωB97M-V/def2-TZVPD) results for C2H3FS as an isolated structure.

Structure (XYZ):
```
7
Properties=species:S:1:pos:R:3:nbo_charge:R:1
C 0.7699 -0.2840 1.0980 -0.300
C -0.3062 0.1986 -0.4000 0.016
F 0.4077 0.9103 -1.2451 -0.343
S 0.0995 -1.1513 2.2482 0.112
H 1.6992 -0.0425 0.7619 0.176
H -1.2987 0.6319 0.0740 0.177
H -0.5527 -0.8290 -0.9432 0.163
```

Values from the calculation:
ΔE to the lowest compared entry with this formula, charge and spin = 2.012 eV
multiplicity = 1
HOMO-LUMO gap = 8.24 eV
highest occupied orbital energy = -8.7197 eV
energy = -575.95404 hartree



(12)
DFT (ωB97M-V/def2-TZVPD) results for C2H3FS as an isolated structure.

Structure (XYZ):
```
7
Properties=species:S:1:pos:R:3:nbo_charge:R:1
C 0.0141 -0.2455 0.4419 -0.534
C 1.2705 0.4050 -0.3932 0.050
F 1.9989 1.4126 0.1815 -0.343
S 1.4276 -1.2612 0.0454 0.228
H -0.7065 -0.1133 -0.2243 0.175
H 1.0311 0.7355 -1.4154 0.189
H -0.6787 -0.3470 1.6972 0.236
```

Values from the calculation:
ΔE to the lowest compared entry with this formula, charge and spin = 2.537 eV
multiplicity = 1
HOMO-LUMO gap = 9.74 eV
highest occupied orbital energy = -9.1547 eV
energy = -575.93475 hartree



- Look up the ΔE to the lowest compared entry with this formula, charge and spin of the fourth one.
  4.828 eV



- What is the energy in the fourth record?
  -726.35466 hartree



- Number 5 is which compound?
  C2H3FO2S



- Number 11 is which compound?
  C2H3FS